[1]
The following is a quantum chemistry calculation of a single C7H12N2O molecule, from the OMol25 dataset.

Last column: natural (NBO) charge in e.
CARTESIAN COORDINATES (ANGSTROEM)
H 2.6163 0.8350 -1.7319  0.34
N 2.6962 1.1869 -0.7798  -0.70
C 2.0510 0.4433 0.0352  0.57
O 2.0194 0.8222 1.3161  -0.69
C 1.1334 -0.6922 -0.3113  -0.31
C 0.5252 -1.5844 0.7899  -0.40
C -0.8108 -1.5759 0.0168  -0.41
C -0.3180 -0.3537 -0.7957  -0.20
C -0.8435 1.0039 -0.3902  -0.09
C -2.2863 1.2302 -0.1545  -0.26
N -1.3336 1.3023 0.9535  -0.59
H 1.9159 1.8116 1.2854  0.51
H 1.6319 -1.2971 -1.0802  0.22
H 1.0075 -2.5556 0.9552  0.21
H 0.4535 -1.0568 1.7490  0.22
H -0.9289 -2.4563 -0.6265  0.22
H -1.7317 -1.4606 0.6057  0.20
H -0.4382 -0.4384 -1.8846  0.22
H -0.2772 1.8322 -0.8291  0.21
H -2.7442 2.1770 -0.4477  0.20
H -2.9506 0.3631 -0.2021  0.19
H -1.3874 0.4632 1.5268  0.35

Atoms 1-3, force components in eV/Å:
H 0.0 0.0 0.0
N -0.4 -0.7 0.1
C 0.1 1.0 -1.4

Its SMILES is [H]/N=C(/O)[C@H]1CC[C@H]1[C@H]1CN1. The orbital gap is 10.473 eV. The calculation puts the total energy at -12479.43593 eV.


[2]
The following is a quantum chemistry calculation of 2 unconnected molecules or ions with the total composition C7H12N2O, from the OMol25 dataset.

Last column: natural (NBO) charge in e.
CARTESIAN COORDINATES (ANGSTROEM)
C 2.0358 -2.0989 -0.7336  -0.59
C 1.7082 -1.1006 0.3856  -0.03
C 1.1481 0.1462 -0.2668  0.38
N 1.0201 1.3319 -0.3828  -0.44
C 2.9706 -0.7301 1.1441  -0.19
C 3.0693 -0.8314 2.4721  -0.15
C 1.9154 -1.2248 3.3482  -0.45
C 0.5981 -1.0883 2.5919  -0.21
N 0.7184 -1.6736 1.2720  -0.65
H 2.5104 -2.9800 -0.2823  0.22
H 1.1164 -2.4177 -1.2429  0.22
H 2.7215 -1.6564 -1.4668  0.22
H 3.8178 -0.4057 0.5364  0.22
H 4.0193 -0.5858 2.9541  0.22
H 1.9021 -0.5990 4.2527  0.22
H 2.0532 -2.2629 3.6953  0.22
H 0.3369 -0.0156 2.5139  0.18
H -0.2167 -1.5903 3.1291  0.21
H 0.0045 -2.2691 0.8720  0.40
O -0.9527 0.1513 -1.2474  -1.00
H -0.5287 1.2508 -1.0969  0.52
H -1.1586 -0.3432 -0.4358  0.47

Atoms 1-3, force components in eV/Å:
C 0.1 -0.3 0.1
C -1.0 -0.8 -0.7
C 1.6 5.7 0.9

Its SMILES is C[C@]1(C#N)C=CCCN1.O. The orbital gap is 9.907 eV. The calculation puts the total energy at -12478.52380 eV.


[3]
The following is a quantum chemistry calculation of a single C7H12N2O2S molecule, from the OMol25 dataset.

Last column: natural (NBO) charge in e.
CARTESIAN COORDINATES (ANGSTROEM)
C -1.4533 -0.7792 0.6763  -0.63
C -0.1233 -0.0166 0.5311  0.07
C -0.2145 1.4186 0.8580  0.27
N -0.1936 2.5296 1.0670  -0.29
N 0.3293 -0.0905 -1.0237  -0.92
S -0.5014 -0.4811 -2.3938  2.31
C -1.3991 1.0146 -2.7536  -0.88
O -1.4394 -1.5476 -2.1858  -0.95
O 0.5699 -0.7126 -3.3491  -0.94
C 1.0558 -0.6176 1.2302  -0.26
C 2.1404 0.2499 1.5999  -0.46
C 1.2295 -0.3494 2.6450  -0.41
H -1.2473 -1.8752 0.5774  0.24
H -2.2221 -0.6050 -0.1647  0.25
H -1.8634 -0.4924 1.6723  0.23
H 1.2915 -0.3095 -1.1762  0.42
H -2.1463 0.9453 -1.8969  0.24
H -0.7644 1.9098 -2.6661  0.26
H -1.9567 0.9354 -3.7006  0.26
H 1.3204 -1.6013 0.9073  0.25
H 2.3082 1.3308 1.7577  0.26
H 3.1543 -0.1179 1.3263  0.23
H 1.6419 -1.0360 3.3253  0.23
H 0.4836 0.2976 3.1368  0.22

Atoms 1-3, force components in eV/Å:
C -0.7 -0.2 -0.4
C -0.4 -0.8 -3.8
C -0.2 -2.2 -0.7

Its SMILES is C[C@](C#N)(NS(C)(=O)=O)C1CC1. The orbital gap is 11.184 eV. The calculation puts the total energy at -25361.21285 eV.


[4]
The following is a quantum chemistry calculation of a single C7H12N2O3 molecule, from the OMol25 dataset.

Last column: natural (NBO) charge in e.
CARTESIAN COORDINATES (ANGSTROEM)
N -1.1909 -2.6500 -0.7112  -0.85
C -1.9562 -1.3689 -0.6986  -0.31
C -1.0706 -0.1525 -1.0367  0.70
O -1.2945 0.4706 -2.0712  -0.65
N -0.1668 0.0820 -0.1069  -0.43
C 0.1738 -0.7761 0.9835  -0.21
C 1.2591 -0.0080 1.6939  -0.42
C 0.8291 1.4471 1.5016  -0.41
C 0.3321 1.4044 -0.0042  -0.16
C 1.5029 1.7908 -0.9218  0.77
O 2.5692 2.2009 -0.5462  -0.58
O 1.2420 1.8110 -2.2030  -0.67
H -0.3705 -2.5435 -1.3355  0.36
H -1.8127 -3.3817 -1.0049  0.37
H -2.3516 -1.2106 0.3147  0.19
H -2.7480 -1.3422 -1.4540  0.21
H -0.6318 -0.9411 1.7700  0.19
H 0.4858 -1.7336 0.6511  0.23
H 1.3722 -0.3769 2.7480  0.22
H 2.2038 -0.1785 1.2297  0.22
H 1.6949 2.1612 1.6322  0.26
H 0.0312 1.7841 2.1440  0.21
H -0.4710 2.1340 -0.2079  0.23
H 0.3683 1.3772 -2.3667  0.51

Atoms 1-3, force components in eV/Å:
N 0.4 1.2 -0.2
C 0.4 -0.2 -0.4
C -2.2 -2.6 -0.4

Its SMILES is NCC(=O)N1CCC[C@H]1C(=O)O. The orbital gap is 10.371 eV. The calculation puts the total energy at -16576.65315 eV.


[5]
The following is a quantum chemistry calculation of a single C7H12N2O4S molecule, from the OMol25 dataset.

Last column: natural (NBO) charge in e.
CARTESIAN COORDINATES (ANGSTROEM)
C 2.7921 -2.1403 0.0807  -0.60
C 1.4062 -1.8804 -0.5238  -0.45
C 0.5756 -1.1924 0.5761  0.32
O -1.0529 -1.8689 0.4572  -0.83
S -2.0386 -0.9498 -0.1478  2.57
O -2.9546 -1.7454 -0.9102  -0.92
O -2.5755 0.0343 0.7453  -0.95
O -1.1558 -0.1005 -1.2734  -0.71
C -0.1871 0.7433 -0.6864  0.38
N -0.6572 2.0058 -0.1790  -0.41
C -1.6621 2.6802 -0.9608  -0.41
C -0.4684 2.1477 1.1277  0.03
C 0.1040 1.0233 1.6587  -0.17
N 0.4648 0.1603 0.5236  -0.47
H 2.7121 -2.6856 1.0584  0.20
H 3.3309 -1.2755 0.4280  0.21
H 3.2967 -2.7347 -0.7145  0.23
H 1.0739 -2.8705 -0.7904  0.25
H 1.5982 -1.1897 -1.3470  0.22
H 0.8465 -1.5960 1.6458  0.24
H 0.2763 1.0739 -1.6171  0.19
H -2.3909 1.8972 -1.0490  0.22
H -2.0788 3.4138 -0.3287  0.21
H -1.3787 3.0314 -1.9304  0.20
H -0.6106 3.0947 1.5616  0.22
H 0.7338 0.9238 2.5953  0.23

Atoms 1-3, force components in eV/Å:
C -0.1 -1.2 0.6
C 0.6 1.0 1.6
C 0.1 -1.2 1.5

Its SMILES is CC[C@@H]1OS(=O)(=O)O[C@H]2N(C)C=CN12. The orbital gap is 8.479 eV. The calculation puts the total energy at -29456.09637 eV.


Taking the records one at a time from the top gives HOMO energy values of -9.583 -9.217 -10.465 -9.712 -7.842 eV.
Taking the records one at a time from the top gives maximum force values of 1.8 5.9 4.1 3.4 3.4 eV Å⁻¹.
Taking the records one at a time from the top gives energy relative to the best compared isomer or geometry (same formula, charge and spin) values of 49.0 70.0 92.6 4.7 41.9 kcal per mole.